# 1
125
Properties=species:S:1:pos:R:3 method="wB97M-V/def2-TZVPD" multiplicity=2 homo_ev="-7.816 / -9.045" gap_ha="0.3040 / 0.3492" e_tot_ev=-77960.854
C 5.614 -0.280 -1.420
C 4.345 -1.128 -1.460
O 3.253 -0.317 -1.956
P 1.791 -0.771 -1.529
O 1.677 -2.215 -1.277
C 0.680 -0.229 -2.847
C -0.620 -1.049 -2.722
C -1.848 -0.321 -3.294
C -3.084 -0.447 -2.398
C -4.346 0.077 -3.096
C -5.633 -0.297 -2.321
C -6.576 0.929 -2.275
C -6.422 -1.427 -3.012
N -5.312 -0.647 -0.913
O -5.091 0.368 -0.166
C -4.361 -1.790 -0.733
C -3.511 -1.551 0.519
C -5.077 -3.135 -0.510
C -3.398 -1.868 -1.937
O 1.407 0.031 -0.197
C 1.167 1.450 -0.284
C -0.302 1.745 -0.081
H 6.432 -0.882 -1.815
H 5.519 0.622 -2.014
H 5.859 -0.045 -0.388
H 4.116 -1.482 -0.459
H 4.456 -1.986 -2.114
H 0.489 0.840 -2.825
H 1.205 -0.479 -3.769
H -0.805 -1.221 -1.662
H -0.455 -2.016 -3.187
H -2.090 -0.636 -4.310
H -1.599 0.741 -3.358
H -2.926 0.207 -1.537
H -4.256 1.155 -3.220
H -4.405 -0.354 -4.098
H -7.123 1.010 -3.211
H -7.263 0.821 -1.440
H -6.009 1.848 -2.155
H -7.109 -1.008 -3.740
H -7.049 -1.910 -2.264
H -5.782 -2.156 -3.500
H -2.921 -2.458 0.665
H -4.124 -1.379 1.397
H -2.798 -0.740 0.387
H -5.976 -3.241 -1.104
H -4.368 -3.924 -0.755
H -5.302 -3.233 0.550
H -3.880 -2.367 -2.777
H -2.530 -2.420 -1.589
H 1.534 1.867 -1.221
H 1.742 1.913 0.517
H -0.459 2.804 0.111
H -0.675 1.169 0.763
H -0.899 1.457 -0.947
O -4.906 -7.585 -0.345
C -4.393 -7.496 0.734
O -4.169 -6.267 1.241
C -3.723 -6.039 2.580
C -2.217 -6.142 2.705
C -3.933 -8.714 1.502
H -4.243 -6.698 3.276
H -4.044 -5.023 2.807
H -1.860 -7.144 2.466
H -1.903 -5.901 3.721
H -1.735 -5.448 2.016
H -2.952 -9.005 1.129
H -4.634 -9.521 1.305
H -3.874 -8.572 2.578
O 5.823 2.861 1.532
C 5.179 2.192 2.294
O 5.035 0.881 2.018
C 4.433 -0.054 2.930
C 2.924 -0.069 2.816
C 4.483 2.788 3.493
H 4.775 0.136 3.949
H 4.837 -1.023 2.639
H 2.492 0.896 3.086
H 2.505 -0.829 3.475
H 2.622 -0.293 1.792
H 3.535 3.214 3.165
H 5.102 3.591 3.885
H 4.294 2.083 4.298
O -9.760 -0.550 -4.162
C -10.263 0.538 -4.184
O -9.486 1.596 -4.494
C -10.004 2.914 -4.689
C -10.149 3.666 -3.383
C -11.709 0.756 -3.804
H -10.936 2.881 -5.254
H -9.269 3.407 -5.323
H -10.867 3.184 -2.718
H -10.485 4.686 -3.568
H -9.192 3.701 -2.863
H -11.773 0.813 -2.718
H -12.279 -0.106 -4.141
H -12.158 1.648 -4.233
O 4.981 6.765 3.952
C 6.035 6.633 3.396
O 7.154 6.575 4.149
C 8.436 6.249 3.606
C 9.134 7.461 3.025
C 6.147 6.586 1.891
H 8.351 5.435 2.884
H 9.003 5.864 4.452
H 8.580 7.880 2.185
H 10.132 7.192 2.676
H 9.226 8.239 3.782
H 6.153 7.605 1.504
H 5.272 6.069 1.509
H 7.024 6.059 1.525
O 9.513 -2.031 4.924
C 9.440 -1.334 3.951
O 8.260 -1.242 3.308
C 8.020 -0.313 2.242
C 8.463 -0.847 0.898
C 10.648 -0.614 3.396
H 8.464 0.658 2.469
H 6.940 -0.178 2.224
H 9.537 -1.033 0.853
H 8.201 -0.136 0.116
H 7.962 -1.794 0.695
H 11.211 -1.312 2.777
H 11.272 -0.311 4.233
H 10.415 0.270 2.809

---

# 2
158
Properties=species:S:1:pos:R:3 method="wB97M-V/def2-TZVPD" charge=+1 homo_ev=-8.944 gap_ha=0.1992 e_tot_ev=-191173.913
C 0.483 -3.658 4.537
C 1.825 -3.698 5.188
O 2.435 -4.679 5.489
N 2.483 -2.378 5.503
H 1.864 -1.549 5.458
H 2.654 -2.291 6.505
C 3.717 -2.224 4.635
H -0.032 -4.599 4.353
H 0.552 -3.234 3.533
H -0.200 -3.093 5.174
H 4.378 -3.042 4.922
H 4.284 -1.380 5.024
H 3.535 -2.232 3.565
C 0.443 1.900 -4.017
C 0.987 3.278 -4.132
O 1.264 3.940 -3.183
N 1.328 3.783 -5.550
H 2.175 3.297 -5.842
H 0.551 3.487 -6.139
C 1.489 5.290 -5.616
H 1.218 1.128 -4.045
H -0.477 1.649 -4.544
H 0.165 1.728 -2.975
H 2.419 5.672 -5.207
H 0.592 5.695 -5.156
H 1.527 5.521 -6.680
C -0.100 0.025 -0.892
C 1.415 0.278 -0.771
O 1.987 1.104 -1.436
N 2.095 -0.587 0.259
H 1.497 -0.694 1.102
H 2.049 -1.472 -0.259
C 3.476 -0.099 0.640
H -0.282 -0.909 -0.366
H -0.484 -0.034 -1.909
H -0.515 0.958 -0.499
H 3.400 0.978 0.777
H 4.188 -0.374 -0.130
H 3.676 -0.556 1.605
C 0.568 4.083 0.561
C 1.948 4.647 0.845
O 2.969 4.067 0.669
N 1.944 6.100 1.280
H 1.000 6.438 1.097
H 2.081 6.020 2.287
C 2.974 6.948 0.545
H -0.138 4.262 1.372
H 0.555 3.004 0.435
H 0.322 4.467 -0.432
H 3.919 6.580 0.938
H 2.830 8.014 0.694
H 2.938 6.690 -0.511
C 3.176 1.565 6.550
C 3.786 1.782 5.216
O 3.485 1.299 4.162
N 4.895 2.810 5.263
H 4.929 3.291 6.158
H 5.821 2.347 5.176
C 4.983 3.849 4.153
H 3.900 1.017 7.160
H 2.343 0.865 6.573
H 2.852 2.535 6.928
H 4.014 4.312 3.989
H 5.323 3.349 3.247
H 5.832 4.472 4.427
C -2.863 0.761 -5.041
C -3.259 -0.667 -4.793
C -3.842 -0.886 -3.357
C -4.211 -2.336 -3.067
P -4.611 -2.786 -1.346
C -4.546 -4.662 -1.164
C -3.223 -5.262 -1.603
C -3.184 -6.757 -1.228
C -4.089 -7.743 -1.962
C -3.356 -1.972 -0.331
C -3.339 -2.511 1.111
C -2.378 -1.710 1.954
C -2.832 -0.242 2.179
C -6.271 -2.148 -0.805
C -6.768 -0.966 -1.602
C -6.341 0.379 -1.003
C -7.183 1.539 -1.540
H -2.301 1.299 -4.270
H -3.692 1.460 -5.181
H -2.170 0.886 -5.877
H -2.341 -1.256 -4.856
H -3.909 -1.086 -5.563
H -4.613 -0.156 -3.114
H -2.979 -0.606 -2.748
H -3.314 -2.945 -3.221
H -5.018 -2.710 -3.701
H -5.409 -5.181 -1.582
H -4.572 -4.760 -0.074
H -2.489 -4.684 -1.042
H -3.074 -5.184 -2.680
H -3.312 -6.786 -0.143
H -2.171 -7.122 -1.403
H -5.128 -7.830 -1.631
H -3.779 -8.785 -1.869
H -4.166 -7.521 -3.029
H -3.597 -0.908 -0.319
H -2.376 -2.184 -0.766
H -3.087 -3.571 1.068
H -4.312 -2.384 1.593
H -1.345 -1.713 1.603
H -2.356 -2.191 2.936
H -2.221 0.180 2.978
H -3.829 -0.253 2.619
H -2.622 0.387 1.314
H -6.287 -2.077 0.282
H -6.888 -3.031 -0.996
H -7.855 -1.004 -1.486
H -6.615 -1.053 -2.677
H -5.296 0.664 -1.163
H -6.338 0.371 0.090
H -6.980 2.474 -1.014
H -8.248 1.395 -1.356
H -6.945 1.725 -2.587
C 7.435 1.043 1.908
F 6.380 1.809 1.596
F 7.565 -0.027 1.200
F 8.513 1.835 1.886
S 7.283 0.448 3.836
O 6.114 -0.407 3.856
O 8.545 -0.186 4.118
O 7.089 1.770 4.469
C 5.636 -0.142 -2.035
F 5.698 -0.424 -3.348
F 6.719 0.549 -1.704
F 4.474 0.546 -1.917
S 5.531 -1.745 -0.968
O 4.879 -1.393 0.321
O 4.755 -2.661 -1.773
O 6.932 -2.079 -0.781
C -3.567 1.926 -2.507
F -3.134 0.654 -2.306
F -2.888 2.404 -3.556
F -4.856 1.904 -2.821
S -3.269 2.967 -0.960
O -4.152 2.454 0.091
O -1.851 2.824 -0.706
O -3.598 4.326 -1.374
C 0.760 -2.167 -4.143
F -0.017 -2.594 -5.151
F 2.008 -2.208 -4.571
F 0.470 -0.885 -3.873
S 0.459 -3.235 -2.640
O 1.064 -4.527 -2.912
O 1.217 -2.530 -1.595
O -0.994 -3.203 -2.501
C -0.274 1.521 3.047
F 0.866 2.202 2.764
F -0.926 2.226 3.962
F -0.990 1.353 1.945
S 0.123 -0.225 3.630
O -1.062 -0.866 4.173
O 0.593 -0.835 2.382
O 1.100 -0.064 4.719